Entry 1:
Density functional theory data (the ωB97M-V functional and the def2-TZVPD basis) for a 2-piece molecular cluster, C4H9OPS overall in a non-equilibrium geometry.

## Properties
DFT total energy: -26464.9428 eV
ΔE to the lowest compared entry with this formula, charge and spin: 34.83 kcal/mol
HOMO energy: -8.873 eV
LUMO level: 0.0280 hartree
gap between HOMO and LUMO: 9.63 eV
SMILES: C1C[C@H]2SP2C1.O

The geometry in XYZ format:
```
16
Properties=species:S:1:pos:R:3:forces:R:3
S 1.14961 -0.40506 -1.39906 -0.392 -0.142 0.470
P 0.51810 1.36852 -0.46236 -0.673 0.061 -0.017
O 4.11303 -0.21030 1.09461 -0.682 -2.300 -0.825
C 0.83438 -0.16429 0.44200 1.359 0.097 -0.640
C -1.30824 1.09673 -0.17251 -0.871 1.312 -0.374
C -1.56930 -0.35780 0.28722 -2.736 0.663 -1.863
C -0.39280 -0.82559 1.03824 1.517 -0.083 -2.063
H -2.00794 1.68070 -0.93139 1.299 -1.707 1.523
H 3.61468 -0.42420 0.27217 0.699 0.305 0.704
H -0.31586 -1.86614 0.91185 0.237 -1.577 -0.001
H -2.54051 -0.45060 0.85331 1.009 0.266 -0.366
H -1.75190 -0.95406 -0.62482 0.351 -0.025 0.417
H 4.17742 0.71479 1.12436 0.144 1.999 -0.042
H 1.82707 -0.17964 0.90264 -0.831 -0.323 0.502
H -0.40270 -0.65743 2.04867 -0.241 0.780 2.624
H -1.36540 1.63456 0.77917 -0.188 0.675 -0.049
```
Forces are in eV/Å.

***

Entry 2:
Density functional theory data (the ωB97M-V functional and the def2-TZVPD basis) for C27H20CoO6P as an isolated structure.

## Properties
spin multiplicity: 2
DFT total energy: -87528.9031 eV
ΔE to the lowest compared entry with this formula, charge and spin: 0.00 kcal/mol
HOMO energy (alpha / beta): -5.307 / -5.275 eV
LUMO level (alpha / beta): 0.0951 / 0.0951 hartree
charge: -1
gap between HOMO and LUMO (alpha / beta): 7.89 / 7.86 eV

The geometry in XYZ format:
```
55
Properties=species:S:1:pos:R:3:forces:R:3
Co 0.08044 -0.22499 0.04847 0.064 -0.378 0.292
P -1.32371 -1.49210 1.28103 0.038 0.057 -0.177
O -0.37043 -1.64384 -1.25531 0.103 0.181 0.132
O 3.76692 -0.21091 1.38818 -0.002 -0.132 -0.127
O -1.66993 -1.40834 -3.05512 0.037 -0.090 -0.020
O 1.92991 -0.78712 0.23153 0.018 -0.097 -0.188
O 2.15663 1.64325 2.73925 -0.193 0.105 0.023
O 0.48548 1.01601 1.39627 -0.237 0.003 -0.079
C -3.93662 -2.50981 0.97592 0.021 0.013 0.009
C -2.76742 -2.10217 0.33479 0.011 0.035 -0.061
C 0.75510 2.19355 -1.59307 -0.003 -0.032 -0.039
C 0.04305 -5.35834 1.60888 -0.006 -0.001 0.003
C 1.70632 0.96090 1.84324 0.355 -0.091 -0.050
C 2.59082 -0.10116 1.10237 -0.056 0.173 0.235
C -2.11006 0.44627 3.06671 -0.019 -0.015 0.011
C -0.28972 1.29918 -1.83728 -0.099 0.145 -0.034
C -5.02788 -2.96339 0.25184 -0.005 -0.001 -0.043
C -1.49137 -1.68649 -1.87475 -0.157 0.101 -0.004
C 1.14380 -5.19325 2.43501 0.001 0.000 -0.001
C -1.68541 2.55130 -0.31292 -0.032 -0.032 0.004
C 0.57784 3.24966 -0.71790 -0.005 0.025 0.013
C -2.97582 0.07150 5.27810 -0.005 -0.004 0.011
C -2.71524 -2.12925 -1.06663 0.082 -0.029 0.075
C -0.73656 -4.26306 1.25817 -0.008 0.013 0.018
C -0.64435 3.43069 -0.07961 0.016 0.006 -0.002
C -1.51309 1.47629 -1.18374 0.033 0.079 -0.071
C 0.69688 -2.83738 2.56245 0.005 0.003 -0.011
C -3.82217 -2.57225 -1.78246 -0.029 0.001 -0.014
C -2.61050 0.94272 4.26344 0.008 -0.014 -0.018
C -2.82710 -1.29977 5.10695 0.001 0.002 0.010
C 1.47147 -3.92954 2.91121 0.001 -0.007 -0.002
C -4.96900 -2.99974 -1.13466 0.010 0.008 0.047
C -0.41672 -2.99978 1.73898 -0.004 -0.013 -0.012
C -2.32860 -1.79749 3.91393 -0.010 0.016 -0.026
C -1.98986 -0.92823 2.87690 0.017 -0.010 0.024
H -2.18228 -2.86454 3.78907 -0.020 0.007 0.001
H 1.75683 -6.04631 2.69826 0.000 -0.001 0.000
H -3.35557 0.46030 6.21497 0.000 0.000 0.001
H -4.00120 -2.46506 2.05464 0.011 0.005 0.029
H -0.77063 4.24826 0.61830 -0.001 -0.001 0.002
H -3.75277 -2.56319 -2.86188 0.002 0.000 -0.001
H -5.81819 -3.35109 -1.70774 -0.001 0.000 -0.002
H -2.63784 2.69077 0.18458 0.003 -0.004 0.006
H -2.68834 2.01220 4.41098 0.001 0.003 -0.005
H -3.08727 -1.97967 5.90878 -0.001 0.004 0.001
H -5.92365 -3.28104 0.77123 0.001 0.000 0.002
H -0.20780 -6.33992 1.22622 0.001 0.000 -0.001
H -1.58759 -4.39346 0.60124 0.003 -0.001 -0.003
H 1.39865 3.92351 -0.50939 0.005 -0.005 0.001
H 2.34386 -3.78856 3.53566 0.001 0.000 0.002
H 0.96731 -1.84955 2.91862 0.014 0.003 -0.013
H -2.34573 0.82243 -1.41461 0.022 -0.035 0.020
H 1.70854 2.04285 -2.08259 0.005 0.003 0.005
H -1.75691 1.11782 2.29385 -0.018 0.019 -0.001
H -0.18409 0.50174 -2.56224 0.020 -0.018 0.027
```
Forces are in eV/Å.